Entry from the OMol25 dataset: a structure of composition C38H52N3O2P2S4SbTa (ωB97M-V with the def2-TZVPD basis set).

```
103
Properties=species:S:1:pos:R:3:forces:R:3
Ta -0.0285 -0.0374 0.5887 -0.1 -0.3 -0.5
C -4.5363 0.7540 0.8458 0.0 0.0 0.0
C -3.7138 -0.1182 -0.1040 -0.1 0.0 -0.1
C -4.6626 -0.9134 -1.0048 0.0 0.0 0.0
P -2.3926 -1.1466 0.7350 -0.3 0.0 0.1
C -2.9122 -1.7019 2.4194 -0.1 -0.1 0.1
C -3.1738 -0.5453 3.3916 0.0 0.0 0.0
C -4.0821 -2.6888 2.4651 0.0 -0.1 0.0
C -2.2041 -2.5299 -0.3955 0.0 -0.1 -0.1
C -3.1375 -3.5556 -0.5768 0.0 0.0 0.0
C -3.0685 -4.4330 -1.6425 0.1 0.1 0.0
C -4.0741 -5.5309 -1.8311 -0.1 -0.1 0.0
C -2.0511 -4.2170 -2.5733 0.0 0.0 0.0
C -1.1157 -3.2154 -2.4208 -0.1 0.0 0.0
C -1.1413 -2.3727 -1.2974 0.1 0.0 0.1
N -0.1788 -1.3645 -1.0856 -0.1 -0.3 -0.4
C 1.0237 -1.4941 -1.8524 -0.1 0.1 0.1
C 1.7406 -2.6764 -1.9898 0.1 0.0 0.0
C 2.9700 -2.6626 -2.6337 0.0 0.0 0.0
C 3.5234 -1.4864 -3.1319 -0.1 -0.1 0.0
C 4.8894 -1.4755 -3.7540 0.1 0.0 -0.1
C 2.7881 -0.3103 -3.0000 0.0 0.0 0.0
C 1.5465 -0.3152 -2.3840 0.1 0.0 0.0
P 0.5552 1.0813 -1.8222 -0.1 0.2 0.2
C 1.5173 2.6053 -2.1885 0.1 0.0 -0.1
C 1.5511 2.9576 -3.6815 0.0 0.0 0.0
C 1.0775 3.8080 -1.3502 0.0 0.0 0.0
C -1.0179 1.0707 -2.8091 0.0 -0.1 -0.1
C -0.8530 0.5583 -4.2423 0.0 0.0 0.0
C -1.7940 2.3868 -2.7891 0.0 0.1 0.0
H -5.1010 1.4689 0.2459 0.0 0.0 0.0
H -5.2597 0.1446 1.3898 0.0 0.0 0.0
H -3.9460 1.3144 1.5658 0.1 0.0 0.0
H -3.1255 0.5391 -0.7491 0.0 0.0 0.0
H -5.2366 -1.6519 -0.4435 0.0 0.0 0.0
H -5.3773 -0.2146 -1.4426 0.0 0.0 0.0
H -4.1471 -1.4249 -1.8160 0.0 0.0 0.0
H -2.0164 -2.2124 2.7826 0.0 0.0 0.0
H -4.2102 -0.2204 3.3372 0.0 0.0 0.0
H -2.9945 -0.9045 4.4052 0.0 0.0 0.0
H -2.5357 0.3219 3.2455 0.0 0.0 0.0
H -4.9635 -2.2985 1.9528 0.0 0.0 0.0
H -3.8349 -3.6658 2.0522 0.0 0.1 0.0
H -4.3616 -2.8401 3.5089 0.0 0.0 0.0
H -3.9670 -3.6518 0.1102 0.0 0.0 -0.1
H -4.7673 -5.5811 -0.9923 0.0 0.0 0.0
H -4.6607 -5.3765 -2.7382 0.0 0.0 0.0
H -3.5871 -6.5028 -1.9200 0.0 0.0 0.0
H -1.9908 -4.8508 -3.4508 0.0 0.0 0.0
H -0.3610 -3.0927 -3.1828 0.0 0.0 0.0
H 1.3557 -3.6034 -1.5831 0.0 0.0 0.0
H 3.5222 -3.5897 -2.7325 0.0 0.0 0.0
H 5.1623 -2.4612 -4.1280 0.0 0.0 0.0
H 4.9474 -0.7729 -4.5851 0.0 0.0 0.0
H 5.6474 -1.1843 -3.0225 0.0 0.0 0.0
H 3.2106 0.6140 -3.3761 0.0 0.0 0.0
H 2.5375 2.3400 -1.8923 0.0 0.0 0.0
H 0.5976 3.3701 -4.0082 0.0 0.0 0.0
H 2.3083 3.7250 -3.8512 0.0 0.0 0.0
H 1.7834 2.1071 -4.3214 0.0 0.0 0.0
H 0.0590 4.1115 -1.5915 0.0 0.0 0.0
H 1.1277 3.6184 -0.2765 0.0 0.0 0.0
H 1.7338 4.6507 -1.5732 0.0 0.0 0.0
H -1.6082 0.3219 -2.2742 0.0 0.0 0.0
H -0.3493 1.2854 -4.8787 0.0 0.0 0.0
H -0.3004 -0.3797 -4.2914 0.0 0.0 0.0
H -1.8435 0.3850 -4.6673 0.0 0.0 0.0
H -1.3166 3.1506 -3.4023 0.0 0.0 0.0
H -2.7822 2.2077 -3.2179 0.0 0.0 0.0
H -1.9329 2.7924 -1.7875 0.0 0.0 0.0
O 7.0248 -1.0921 0.2597 0.0 0.0 0.0
C 6.4737 0.2055 0.3186 0.0 0.0 0.0
C 4.9801 0.1017 0.4170 0.0 0.1 0.0
C 4.1932 1.2474 0.3810 0.0 0.0 0.0
C 2.8273 1.1173 0.4287 0.0 0.0 0.0
N 2.2121 -0.0718 0.5206 0.4 0.3 0.1
C 2.9638 -1.1690 0.6721 0.0 -0.1 0.0
C 4.3466 -1.1173 0.5863 -0.1 0.0 0.0
C 2.2227 -2.4033 1.0047 0.1 0.0 0.0
C 2.8691 -3.6160 1.1848 -0.1 0.0 0.0
C 2.1435 -4.7439 1.5411 0.1 0.1 0.0
C 2.8313 -6.0773 1.7023 0.0 0.0 0.0
O 2.0313 -7.0462 2.3364 0.0 0.0 0.0
C 0.7772 -4.5957 1.7110 0.0 0.0 0.0
C 0.2072 -3.3532 1.5162 -0.1 0.0 0.0
N 0.8952 -2.2638 1.1678 0.1 0.0 0.1
H 7.9843 -1.0293 0.2675 0.0 0.0 0.0
H 6.7251 0.7886 -0.5751 0.0 0.0 0.0
H 6.8405 0.7603 1.1901 0.0 0.0 0.0
H 4.6281 2.2364 0.3207 0.0 0.0 0.0
H 2.1911 1.9925 0.4358 0.0 0.0 0.0
H 4.9442 -2.0099 0.6711 0.0 0.0 0.0
H 3.9390 -3.6890 1.0518 0.0 0.0 0.0
H 3.7888 -5.9358 2.2134 0.0 0.0 0.0
H 3.0591 -6.4664 0.7066 0.0 0.0 0.0
H 2.0739 -6.9199 3.2899 0.0 0.0 0.0
H 0.1611 -5.4388 1.9888 0.0 0.0 0.0
H -0.8580 -3.2449 1.6289 0.0 0.0 0.0
S 1.7678 3.5035 2.6086 0.2 0.2 -0.1
Sb -0.0618 2.3258 3.0291 -0.1 -0.2 0.1
S -1.2629 1.9042 0.7723 0.1 0.0 0.0
S 0.4345 -0.0504 2.9224 0.0 0.1 0.6
S -1.6934 2.7440 4.4498 -0.2 0.1 0.1
```
Forces are in eV/Å.

Values from the calculation:
HOMO (eV): -10.1
E_tot (a.u.): -4366.683661
Net charge: +1


Entry from the OMol25 dataset: the molecule C2H5O2P at a distorted geometry (ωB97M-V with the def2-TZVPD basis set).

```
10
Properties=species:S:1:pos:R:3:forces:R:3
C 1.4921 1.6766 -0.2111 -1.1 0.2 -0.1
C -1.2268 -1.1664 -0.1917 1.6 0.9 1.6
O -2.0722 1.3386 0.5754 -0.4 0.2 1.1
O 0.5342 0.9585 0.0489 1.2 -0.2 1.5
P -1.1945 0.7132 -0.4183 -1.6 -1.1 -2.0
H 1.7836 2.5207 0.3805 0.3 0.2 0.9
H 1.7985 1.6203 -1.2047 1.5 -0.1 -1.7
H -1.2321 -1.3780 0.9301 -0.4 0.0 -1.6
H -0.3666 -1.6564 -0.6544 0.2 0.2 0.2
H -2.0440 -1.5052 -0.7809 -1.2 -0.3 0.1
```
Forces are in eV/Å.

Values from the calculation:
HOMO (alpha / beta) (eV): -7.8 / -7.8
E_tot (a.u.): -570.954556
Relative energy (zero: lowest compared OMol25 entry of this formula, charge and spin) (kcal per mole): 50.5


Entry from the OMol25 dataset: a cluster of 2 separate species, C3ClN3OS2 in total at a distorted geometry (ωB97M-V with the def2-TZVPD basis set).

```
10
Properties=species:S:1:pos:R:3:forces:R:3
C 0.5358 0.0669 -0.4141 0.0 1.7 -3.4
C 0.5782 1.0912 -1.9301 0.5 -1.8 2.6
C 1.6172 -0.1316 0.4685 1.1 -0.2 0.5
N -0.6476 1.4875 -1.9393 -0.1 0.9 -1.3
N -1.3786 1.0220 -0.9268 -0.6 -0.5 0.9
N -0.7982 0.2655 -0.1006 -0.9 -0.4 1.2
O 2.4040 0.3069 1.2483 -0.3 0.3 0.1
S 1.8680 1.3647 -2.8717 0.7 0.0 -0.4
S 1.3350 -1.6472 -0.3760 -0.3 0.1 -0.2
Cl -5.5138 -3.8259 6.8418 -0.1 0.0 0.1
```
Forces are in eV/Å.

Values from the calculation:
HOMO (eV): -2.0
E_tot (a.u.): -1610.388297
Net charge: -2
Relative energy (zero: lowest compared OMol25 entry of this formula, charge and spin) (kcal per mole): 0.0


Entry from the OMol25 dataset: a cluster of 4 separate species, C4H16O4 in total at a distorted geometry (ωB97M-V with the def2-TZVPD basis set).

```
24
Properties=species:S:1:pos:R:3:forces:R:3
C -0.7514 -2.9756 -4.3110 0.3 -0.3 -0.8
O -0.8544 -3.4415 -5.6656 0.0 -0.1 0.3
H -1.7196 -2.6119 -3.9612 0.2 0.1 0.2
H -0.4297 -3.8354 -3.7255 -0.2 0.1 0.1
H 0.0416 -2.2237 -4.2538 -0.3 0.1 0.3
H -0.9851 -2.6877 -6.2460 0.0 0.0 0.1
C -0.7799 2.8408 1.2679 -0.3 0.2 0.1
O -1.9312 2.6169 0.4668 0.2 -0.1 -0.1
H -0.2429 3.7349 0.9448 0.1 0.0 0.1
H -1.0754 2.9396 2.3150 0.2 0.0 0.1
H -0.1065 1.9922 1.1796 -0.1 -0.1 -0.1
H -2.4265 3.4396 0.4425 -0.1 0.0 0.0
C 0.3143 -0.7508 -0.8507 -0.5 1.6 -0.6
O 1.2227 -1.2052 0.1224 0.0 -0.8 -0.2
H 0.2468 0.3383 -0.7441 -0.3 0.0 -0.2
H 0.6327 -0.9042 -1.8834 0.6 -0.4 0.2
H -0.7165 -1.1189 -0.8431 0.1 -0.4 0.7
H 1.1841 -0.6015 0.8641 -0.1 0.0 0.1
C 1.6474 0.6100 3.9552 0.6 -0.7 -0.1
O 0.4669 0.6578 4.7206 -0.3 0.2 -0.2
H 1.7333 1.2936 3.1036 -0.4 0.4 0.2
H 2.5331 0.7197 4.5877 0.0 0.1 -0.1
H 1.7031 -0.3869 3.5115 -0.1 0.0 0.2
H 0.2933 1.5598 5.0028 0.1 0.0 0.0
```
Forces are in eV/Å.

Values from the calculation:
HOMO (eV): -10.4
SMILES: CO.CO.CO.CO
E_tot (a.u.): -462.861710
Relative energy (zero: lowest compared OMol25 entry of this formula, charge and spin) (kcal per mole): 62.9


Entry from the OMol25 dataset: a structure of composition C21H35AlCl3CsF14NNaO4S at a distorted geometry (ωB97M-V with the def2-TZVPD basis set).

```
82
Properties=species:S:1:pos:R:3:forces:R:3
F 5.4003 -5.2243 2.3113 -0.2 1.3 1.3
C 5.6339 -4.4060 1.3079 -0.6 0.4 -1.5
F 6.7907 -3.7810 1.3574 1.0 -1.6 -0.1
C 4.7323 -4.2068 0.2896 -0.4 -0.8 0.7
F 5.0145 -4.7424 -0.9235 0.9 1.6 -0.6
C 3.4576 -3.4267 0.3732 -0.1 -0.7 1.6
C 3.7150 -1.9911 1.0122 -0.7 0.0 -0.9
C 2.4510 -1.0163 0.9311 -0.4 -0.4 0.9
C 1.8622 -0.5242 2.3671 1.2 0.3 -1.2
C 0.3710 -0.2300 2.3277 0.7 -0.1 0.5
N 0.1377 0.4600 1.0393 0.7 -0.6 -0.3
C 0.2647 -0.4455 -0.1403 -0.2 -1.0 -1.0
C -1.0638 -1.0053 -0.7382 0.4 1.0 0.1
C -2.2552 -0.8453 0.1893 -0.9 -1.6 -1.2
C -2.2966 -2.0066 1.1937 0.4 2.1 0.8
F -1.2319 -2.8346 1.0422 -0.4 -0.6 0.0
F -2.1271 -1.3953 2.4021 -0.3 0.2 0.1
C -3.5842 -2.7682 1.3701 -0.5 -1.0 0.9
F -4.6146 -1.9131 1.4094 0.1 0.4 0.0
F -3.4810 -3.2895 2.6669 -0.3 -0.3 -1.1
S -4.0829 -4.3000 0.2000 -1.8 3.3 -4.0
F -5.2483 -4.8354 1.5884 -1.0 -0.3 0.5
F -5.3157 -3.4349 -0.3927 0.5 -0.2 0.4
F -3.1705 -3.8204 -1.1542 0.1 0.4 1.0
F -2.7052 -5.4996 0.9337 2.3 -2.9 2.0
F -4.7484 -5.9058 -0.7951 -0.1 -1.3 0.3
C 1.2493 -1.5969 0.1460 0.5 1.0 0.9
H 2.6887 -4.0294 0.9270 0.1 0.5 -0.5
H 3.1126 -3.3340 -0.6512 -0.2 0.0 0.0
H 4.4786 -1.5428 0.3836 0.2 0.0 0.2
H 4.1878 -2.0558 2.0283 -0.2 0.1 -0.8
H 2.7630 -0.1155 0.4052 0.3 0.1 0.1
H 2.4082 0.3820 2.6296 0.0 0.1 0.1
H 2.0906 -1.2314 3.1638 -0.8 2.4 0.4
H -0.2043 -1.1386 2.4099 -0.2 0.2 0.2
H 0.1354 0.4582 3.1353 -0.3 -0.2 0.1
H 0.9285 1.1273 0.9771 -0.3 1.0 0.1
H -0.7015 1.0338 1.0559 0.0 -0.1 -0.1
H 0.7491 0.1500 -0.9157 -0.1 0.2 0.0
H -0.9136 -2.0513 -0.9884 -0.1 -0.1 0.1
H -1.2516 -0.5244 -1.6948 0.0 0.2 0.4
H -3.1698 -0.9121 -0.4021 0.0 0.1 -0.2
H -2.3349 0.0982 0.7167 0.1 0.0 0.1
H 0.8029 -2.3629 0.7774 -0.3 -0.2 -0.4
H 1.5037 -1.9935 -0.8313 0.1 -0.2 0.0
F -1.0112 -2.4934 4.2519 1.1 0.2 0.4
Al -3.8669 -6.8706 1.4379 0.8 0.4 -2.7
O 0.1712 -0.1928 5.1894 -0.1 -0.6 -0.1
H -0.3436 -0.9024 5.6211 0.0 0.0 -0.3
C -0.9981 0.0552 -4.8312 -0.1 0.0 -0.1
O -1.6717 0.1396 -5.8452 0.0 0.0 0.1
O 0.2575 0.0570 -4.7893 -0.1 0.1 0.1
O -1.4489 -0.0489 -3.6635 0.1 0.1 -0.4
C 0.2418 7.7945 0.3613 0.5 0.0 0.1
C -0.8909 7.0949 -0.3164 1.1 -1.2 -0.1
C -1.3488 5.8245 0.3592 -1.0 0.5 0.2
C -0.2661 4.7041 0.3972 -0.1 0.4 -0.9
C 0.2478 4.3055 -0.9922 -0.3 0.0 0.0
C -0.8438 3.7183 -1.8871 0.1 0.1 0.0
H 1.1510 7.1757 0.3718 -0.1 -0.1 0.0
H 0.4612 8.7204 -0.1602 0.1 0.0 0.0
H -0.0281 8.0514 1.3836 0.1 0.0 0.1
H -0.6325 6.8950 -1.3629 -0.3 0.2 -0.1
H -1.7604 7.8303 -0.3311 -0.3 1.0 0.3
H -2.2462 5.4457 -0.1427 0.1 -0.1 0.0
H -1.6544 6.0495 1.3840 0.1 0.0 0.0
H -0.6989 3.8365 0.8997 -0.3 0.1 0.0
H 0.5503 5.0482 1.0210 0.0 0.4 0.0
H 1.0338 3.5663 -0.8769 0.1 0.0 0.0
H 0.7079 5.1644 -1.4860 0.0 0.0 0.0
H -1.2952 2.8329 -1.4240 0.0 0.0 0.0
H -0.4271 3.4155 -2.8500 0.0 0.0 0.0
H -1.6386 4.4373 -2.0876 -0.1 0.0 0.0
Na 2.4411 -2.7433 2.8683 -0.4 -3.0 0.4
C 1.8510 -2.6087 -6.7529 0.1 0.0 0.0
Cl 0.9720 -3.0664 -5.2851 0.0 -0.1 0.0
Cl 1.0687 -1.2699 -7.5938 0.1 0.0 -0.1
H 2.8545 -2.3084 -6.4771 0.0 0.1 0.1
H 1.8846 -3.4646 -7.4157 -0.1 0.0 0.0
Cl 1.5378 3.1067 1.5389 1.0 -1.4 0.7
Cs -5.0902 -5.7012 3.8743 -0.6 0.5 2.6
F -1.6989 9.4291 0.1703 -0.6 -0.4 -0.3
```
Forces are in eV/Å.

Values from the calculation:
HOMO (eV): -7.1
E_tot (a.u.): -4777.841953


Entry from the OMol25 dataset: a cluster of 2 separate species, C4H5Cl in total at a distorted geometry (ωB97M-V with the def2-TZVPD basis set).

```
10
Properties=species:S:1:pos:R:3:forces:R:3
C 1.4393 -0.8614 0.6613 0.9 -0.6 -0.8
C -1.4080 0.2248 1.4625 1.1 0.1 2.4
C 0.6480 -0.9706 -0.3515 -5.5 1.7 1.6
C -1.2340 -0.3446 0.2934 3.6 -0.7 -0.5
Cl -2.4357 -0.4929 -0.8329 -1.2 -0.3 -1.5
H 2.4660 -1.0940 0.4443 0.6 0.0 0.6
H 1.0380 -0.6366 1.6269 0.4 0.2 0.4
H -2.2991 0.6601 1.9971 0.7 -0.7 -1.3
H -0.5222 0.1827 2.1599 -0.9 0.3 -0.8
H 0.6103 -1.2250 -1.3923 0.3 0.0 -0.1
```
Forces are in eV/Å.

Values from the calculation:
HOMO (eV): -9.4
E_tot (a.u.): -615.459483
Relative energy (zero: lowest compared OMol25 entry of this formula, charge and spin) (kcal per mole): 60.4